No. 1
{"formula": "C19H18BF7Se2Te2W", "method": "ωB97M-V with the def2-TZVPD basis set", "elements": ["W", "C", "C", "C", "C", "C", "C", "C", "C", "C", "C", "H", "H", "H", "H", "H", "H", "H", "H", "H", "H", "H", "H", "H", "H", "Se", "Te", "Te", "Se", "F", "C", "F", "F", "C", "C", "C", "C", "C", "C", "C", "C", "H", "H", "H", "H", "F", "B", "F", "F", "F"], "positions_angstrom": [[1.362738, -2.220661, -1.391195], [2.360563, 0.675421, 1.526457], [1.459074, 1.847320, 1.129089], [0.212916, 1.901315, 2.003580], [1.178693, 1.820149, -0.359630], [2.190516, 2.180053, -1.249936], [2.005058, 2.111579, -2.617967], [0.794760, 1.678076, -3.157220], [0.595612, 1.604905, -4.646882], [-0.221508, 1.341812, -2.273774], [-0.036287, 1.421355, -0.896357], [2.527638, 0.672635, 2.606966], [3.336060, 0.745535, 1.042807], [1.927449, -0.294450, 1.267656], [2.035832, 2.760610, 1.313849], [-0.326435, 0.950263, 1.983065], [-0.472334, 2.687603, 1.683046], [0.491318, 2.093738, 3.040409], [3.150241, 2.500457, -0.858077], [2.815461, 2.389089, -3.283164], [0.553749, 2.603820, -5.085769], [-0.332188, 1.090129, -4.895177], [1.416922, 1.070770, -5.128196], [-1.175786, 1.005693, -2.665513], [-0.856106, 1.158027, -0.239614], [1.126471, -2.137988, -3.860473], [0.137954, -6.431486, -3.784536], [-0.030722, -4.083158, -2.679733], [2.475255, -3.672251, -0.104760], [-6.179748, 0.796805, 3.626191], [-5.247451, 0.008776, 4.180138], [-5.879074, -1.063360, 4.692337], [-4.719856, 0.681524, 5.219941], [-4.182322, -0.399471, 3.198502], [-3.178635, -1.256632, 3.635889], [-2.174807, -1.635852, 2.767709], [-2.173369, -1.155297, 1.454218], [-3.190558, -0.304238, 1.021715], [-4.194915, 0.074665, 1.896704], [-1.115781, -1.510164, 0.566023], [-0.193513, -1.754800, -0.189488], [-3.187187, -1.624310, 4.653448], [-1.385603, -2.299492, 3.092813], [-3.188374, 0.054076, 0.001150], [-4.984561, 0.734303, 1.566881], [6.490676, -1.554596, -2.782256], [5.483114, -2.004843, -2.065931], [5.451208, -1.798052, -0.766236], [4.509597, -2.675041, -2.649406], [2.538245, -0.784359, -1.539295]], "forces_ev_per_angstrom": [[0.8288, -0.2857, 0.8837], [0.1354, -0.0665, 0.1904], [0.1195, 0.1016, -0.0299], [-0.0495, -0.0818, -0.0327], [0.0006, 0.0953, -0.0153], [0.0057, -0.0375, 0.0051], [-0.0104, 0.0046, -0.0109], [-0.0055, 0.0318, -0.0031], [0.0021, -0.0157, 0.0112], [0.0015, -0.0457, 0.0005], [-0.0081, -0.0056, 0.0025], [0.0124, 0.0416, -0.0155], [-0.0388, -0.0512, -0.0582], [-0.1036, 0.0867, -0.0587], [-0.0468, 0.0143, 0.0315], [-0.0078, 0.0203, -0.0057], [0.0015, 0.0061, 0.0057], [0.0004, -0.0116, 0.0022], [-0.0087, 0.0211, 0.0022], [-0.0036, 0.0017, 0.0014], [0.0023, -0.0011, -0.0012], [0.0024, -0.0035, 0.0011], [-0.0009, 0.0078, 0.0003], [-0.0044, 0.0148, -0.0029], [0.0289, 0.0121, -0.0169], [0.0260, -0.0242, 0.2682], [0.5167, -0.0810, 0.1774], [-1.4146, -0.1408, -0.6830], [-0.0886, 0.0698, -0.3095], [0.0252, -0.0218, 0.0069], [-0.0466, 0.0076, 0.0366], [0.0222, 0.0241, -0.0196], [-0.0057, -0.0193, -0.0322], [0.0147, 0.0075, 0.0012], [0.0078, -0.0119, -0.0023], [-0.0051, -0.0008, 0.0134], [0.0114, -0.0300, -0.0181], [-0.0169, 0.0031, -0.0119], [-0.0045, -0.0030, -0.0135], [-0.0141, 0.0588, 0.0067], [-0.0406, -0.0185, -0.1227], [0.0039, 0.0077, 0.0017], [0.0062, 0.0059, 0.0022], [0.0051, 0.0090, 0.0031], [0.0049, 0.0052, 0.0031], [-0.0021, 0.0195, 0.0058], [-0.0531, 0.0277, -0.0106], [0.0164, -0.0005, 0.0182], [0.0737, -0.0168, -0.0519], [0.1041, 0.2688, -0.1562]], "spin_multiplicity": 1, "e_tot_ev": -186803.594, "de_lowest_ev": 0.2312, "e_lumo_ha": [-0.09413, -0.09407]}


No. 2
{"formula": "C12H29NO13S2V", "method": "ωB97M-V with the def2-TZVPD basis set", "elements": ["O", "V", "O", "C", "C", "C", "O", "H", "H", "H", "H", "H", "H", "H", "C", "C", "O", "O", "H", "H", "H", "O", "S", "O", "O", "C", "C", "C", "H", "H", "H", "H", "H", "H", "H", "H", "O", "S", "O", "O", "C", "C", "C", "H", "H", "H", "H", "H", "H", "H", "H", "C", "N", "O", "O", "H", "H", "H"], "positions_angstrom": [[1.457664, 1.780478, 1.814342], [0.622244, 0.525758, 1.228992], [-0.868976, 0.599298, 1.735482], [-0.584226, -1.829392, 4.067922], [0.974284, -1.718522, 3.784382], [1.606274, -3.008202, 4.309122], [1.403454, -1.397922, 2.501792], [-0.708126, -1.934182, 5.145772], [-0.952966, -2.704952, 3.533552], [-1.021626, -0.877832, 3.765732], [1.295944, -0.921432, 4.454662], [1.372404, -3.183142, 5.359262], [2.679184, -2.826982, 4.244812], [1.322484, -3.888432, 3.732282], [3.606704, -0.120802, -2.275858], [2.892534, -0.871762, -1.151678], [2.478494, -0.217122, -0.144378], [2.906924, -2.125332, -1.149218], [2.777584, 0.285208, -2.855358], [4.127924, -0.762502, -2.986248], [4.278534, 0.669608, -1.941218], [0.225164, 1.591668, -0.848198], [-0.626306, 1.943318, -1.978158], [-0.138996, 1.577988, -3.263758], [-2.232826, 1.537858, -1.745508], [-3.075696, 1.844848, -2.870798], [-4.252926, 2.799158, -2.450688], [-0.845526, 3.799938, -1.903108], [-3.340466, 0.860428, -3.256708], [-2.572506, 2.248178, -3.749568], [-5.011726, 2.933578, -3.221568], [-3.896406, 3.756888, -2.071538], [-4.683346, 2.257648, -1.608308], [0.047704, 4.420008, -1.827198], [-1.259446, 3.983828, -0.911668], [-1.458986, 4.047928, -2.769288], [-2.590616, -2.360212, -0.030718], [-1.281216, -2.128932, -0.674028], [-0.415696, -1.044202, -0.228438], [-0.316266, -3.456402, -0.544258], [-0.868946, -4.691472, -0.257238], [-0.605046, -4.916262, 1.280072], [-1.459336, -1.923822, -2.553198], [-0.361666, -5.492792, -0.794498], [-1.918086, -4.816572, -0.525088], [-1.263036, -5.717752, 1.615842], [-0.863006, -3.993242, 1.799292], [0.365554, -5.319972, 1.568272], [-2.001846, -2.833152, -2.811838], [-0.449516, -1.814342, -2.948648], [-2.120146, -1.070322, -2.704758], [2.453694, 5.239768, 1.420082], [2.630504, 5.170698, -0.087318], [2.840564, 6.223178, -0.697848], [2.451894, 4.141078, -0.642198], [2.056704, 6.225248, 1.663652], [3.429714, 5.074308, 1.876272], [1.741364, 4.430088, 1.578472]], "forces_ev_per_angstrom": [[1.1842, 1.8902, 0.3760], [3.5251, -2.8877, 0.8291], [-3.5050, 0.2469, 0.7799], [1.4844, 0.6433, -0.4900], [-0.7068, 0.4382, -0.9346], [0.6781, 0.4107, -0.0398], [-1.4113, 0.1150, 0.3312], [-0.1652, -0.2660, 0.2127], [-0.4406, 0.1261, -0.0385], [-0.3514, -0.2774, -0.3679], [0.2295, 0.4295, 0.7127], [-0.1992, -0.0333, 0.2537], [0.2176, -0.4500, -0.1375], [0.0187, -0.0185, -0.2161], [-0.6790, 0.0148, -0.6668], [0.7216, -1.2438, 3.0414], [-0.4565, 0.9158, -1.3834], [-0.0983, 0.0422, -1.4723], [0.0473, 0.6600, -0.1509], [0.1380, -0.3525, 0.2976], [-0.2889, 0.0646, 0.1836], [-2.4615, 0.4844, -2.0046], [1.9726, 2.1087, 3.1725], [-0.8887, -0.4480, -1.1217], [1.8332, 0.6230, -0.5704], [-0.6426, 0.3973, -0.6846], [0.9316, -1.7452, 0.5667], [-0.0697, -1.0305, 0.4245], [-0.9498, 0.0409, 0.2064], [0.6887, 0.3677, 0.3539], [0.2144, -0.0651, -0.1129], [0.1452, -0.0620, -0.2265], [-0.4393, 0.3245, 0.1037], [0.5701, -0.7935, -0.7448], [-0.8100, -0.2369, -0.2348], [-0.1176, 0.3406, 0.3406], [2.1570, -0.0832, -1.6288], [1.2395, 1.6699, 1.1686], [-1.8525, -2.4265, -1.5784], [-0.8794, 2.2348, -1.5351], [0.4301, -1.7847, 2.3414], [-1.2237, -0.7145, -0.7903], [-0.4368, -0.7581, 2.2355], [0.4096, 0.3129, -0.4047], [-0.2170, 0.5212, 0.2480], [-0.5152, 0.0039, 0.1505], [0.2985, -0.1579, 0.1179], [0.3581, 0.7431, -0.5042], [0.2936, -0.0206, -0.4780], [-0.2154, -0.0678, 0.0296], [0.3083, 0.0719, 0.1115], [-0.2126, -0.3271, -0.8821], [-0.3131, 1.7896, 0.0990], [0.2876, 0.3134, 0.5000], [-0.0095, -1.5017, -0.2539], [0.1519, -0.1302, -0.1480], [-0.2327, -0.1874, -0.0384], [0.2548, -0.2752, 0.6520]], "total_charge": -2, "spin_multiplicity": 2, "e_tot_ev": -88373.816, "de_lowest_ev": 3.1066, "e_lumo_ha": [0.14044, 0.13884]}


No. 3
{"formula": "C3H6BNO2", "method": "ωB97M-V with the def2-TZVPD basis set", "elements": ["B", "C", "C", "C", "N", "O", "O", "H", "H", "H", "H", "H", "H"], "positions_angstrom": [[0.691447, 0.200555, -0.226521], [-0.037694, 0.694750, 1.054744], [-2.045011, -0.423288, 0.069908], [2.192429, 0.235962, -0.601934], [-1.326728, -0.680175, -1.070792], [0.459873, 1.446847, 1.869980], [-1.365198, 0.351409, 1.129573], [-2.874653, 0.258092, -0.122158], [-2.364961, -1.291728, 0.665929], [2.312853, 1.313885, -0.278280], [2.663790, -0.048094, -1.522800], [2.532168, -0.533440, 0.142045], [-0.838315, -1.524776, -1.109695]], "forces_ev_per_angstrom": [[-1.7330, -1.4437, -1.9885], [-2.4766, 0.2238, 0.2327], [-0.3379, 0.1175, 1.6283], [-1.6361, 0.0324, 1.2831], [3.2966, 2.9479, -0.4723], [0.0707, -0.5384, -0.3370], [2.0520, 0.8312, 0.7431], [-0.2205, -0.2757, -0.1577], [-0.2473, -0.0441, -0.5021], [0.8711, -1.1114, -0.0777], [-0.3396, 0.2553, -0.6161], [0.2453, 1.0377, 0.0515], [0.4551, -2.0324, 0.2126]], "spin_multiplicity": 1, "e_tot_ev": -9466.142, "de_lowest_ev": 5.7684, "e_lumo_ha": [-0.03907, -0.03908]}


No. 4
{"formula": "C18H10FN3O5", "method": "ωB97M-V with the def2-TZVPD basis set", "elements": ["O", "C", "N", "C", "C", "C", "C", "O", "C", "C", "C", "C", "C", "C", "C", "F", "N", "C", "C", "C", "C", "C", "C", "N", "O", "O", "O", "H", "H", "H", "H", "H", "H", "H", "H", "H", "H"], "positions_angstrom": [[-2.655435, -1.343467, 3.106890], [-2.659054, -0.166889, 2.712484], [-2.262965, 0.126808, 1.406560], [-1.343707, -0.615012, 0.705376], [-0.910660, -1.933787, 0.988852], [-0.012623, -2.657483, 0.171590], [0.564814, -1.952063, -0.919858], [1.538558, -2.259323, -1.794844], [1.846770, -1.045251, -2.499113], [2.830040, -0.941295, -3.491778], [2.886046, 0.099597, -4.428840], [3.888028, 0.173748, -5.355051], [4.930338, -0.723690, -5.451481], [4.960872, -1.706401, -4.555408], [3.931111, -1.844430, -3.507751], [4.075297, -2.711695, -2.511198], [1.025202, -0.053007, -2.106547], [0.241359, -0.628416, -1.178930], [-0.805234, 0.005333, -0.456386], [-3.167157, 0.937600, 3.717660], [-3.065825, 0.857477, 5.075057], [-3.259308, 2.173422, 5.528484], [-3.685480, 2.931317, 4.449465], [-3.963448, 4.324645, 4.500451], [-3.801504, 4.945030, 5.566762], [-4.351789, 4.842575, 3.429125], [-3.644766, 2.130187, 3.320345], [-2.459645, 1.092142, 1.016059], [-1.393418, -2.516119, 1.780470], [0.255522, -3.757521, 0.405004], [2.079000, 0.777625, -4.314642], [3.801949, 0.870141, -6.185508], [5.630353, -0.625068, -6.211319], [5.843371, -2.351347, -4.509798], [-1.035348, 1.065814, -0.710841], [-2.804280, 0.034862, 5.777956], [-3.046983, 2.443943, 6.530703]], "forces_ev_per_angstrom": [[0.2180, 2.5317, -0.0035], [-1.1855, -1.5994, 0.1312], [-1.6147, 2.6748, 1.9486], [1.8556, -0.5750, -3.0117], [-0.2761, -1.4010, -0.2491], [0.6305, -0.3293, -0.2977], [-0.6258, 0.2809, 0.8988], [1.8313, 0.5761, -1.4818], [-4.3833, 0.7890, 3.3469], [3.5660, -1.8902, -0.8734], [-0.2009, -0.8002, 0.6591], [-0.8578, 1.2008, -1.5351], [-1.7334, 0.7998, 0.4796], [-0.3370, -2.7593, 3.9464], [0.7105, 1.8604, -2.2021], [0.2310, -0.2978, -0.3889], [2.4521, -1.8666, -2.0230], [-2.7266, 0.6799, 2.2013], [0.6414, 0.2955, 0.7372], [0.3285, -1.9469, -1.1385], [0.7768, -0.4516, 0.5513], [-0.9230, 0.4338, -0.9730], [1.2937, -1.9790, 1.8901], [-0.7223, 1.9868, -1.5035], [-0.1976, -1.5271, -1.6914], [0.6420, -0.8615, 1.8150], [0.3685, 1.6380, 0.0853], [0.4648, -1.6901, 0.9552], [0.3387, 0.5722, -0.2681], [-0.5194, 2.1348, -0.4183], [-0.4962, 0.8277, -0.5190], [-0.0396, 0.4033, 0.4485], [1.2698, 0.0811, -1.1414], [-0.5217, -0.1384, 0.1111], [0.0713, -0.9323, 0.2567], [-0.0368, 0.5962, -1.3035], [-0.2924, 0.6827, 0.5602]], "spin_multiplicity": 1, "smiles": "O=C(Nc1ccc2oc(-c3ccccc3F)nc2c1)c1ccc([N+](=O)[O-])o1", "e_tot_ev": -36248.317, "de_lowest_ev": 1.2345, "e_lumo_ha": -0.04674}